{"formula": "C3H2N2O", "method": "ωB97M-V/def2-TZVPD", "fmax_ev_per_a": 4.73, "e_lumo_ev": 0.67, "energy_ha": -300.0799, "charge": 0, "gap_ev": 9.5, "e_homo_ev": -8.841, "smiles": "O=C=NN1C=C1", "de_lowest_kj_mol": 397.8, "species": ["O", "C", "N", "N", "C", "C", "H", "H"], "coordinates": [[2.9153, -0.8730, 0.2735], [1.9187, -0.3527, -0.0411], [1.0552, 0.4691, -0.2802], [-0.2369, 0.4031, -0.7595], [-1.0666, -0.4636, -0.0856], [-1.3784, 0.7705, 0.1845], [-1.3067, -1.4160, -0.1467], [-1.9006, 1.4625, 0.8551]], "forces_ev_per_a": [[-0.1, -0.6, -0.2], [0.0, 1.3, 0.3], [1.3, -0.4, 1.0], [0.1, 1.9, -2.6], [-1.8, 4.1, 1.5], [0.6, -2.0, 1.0], [-0.8, -4.4, 0.0], [0.6, 0.0, -0.9]]}